A molecular structure, C29H9BF15GeN4O2PtS2 at a distorted geometry. Source: the OMol25 dataset; level of theory: the ωB97M-V functional and the def2-TZVPD basis.

For the relative energy (zero: lowest compared OMol25 entry of this formula, charge and spin), the calculation gives 63.2 kcal per mole. Its charge is -1. The calculation puts the HOMO energy (alpha / beta) at -4.7 / -4.7 eV. The calculation puts the HOMO-LUMO gap (alpha / beta) at 0.24265 / 0.24272 Ha.

Cartesian coordinates (Å):
Pt: 3.03 -0.68 -0.67
N: 2.45 -3.43 4.27
C: 2.63 -2.26 3.61
C: 2.70 -2.20 2.20
N: 3.07 -1.09 1.59
C: 3.34 -0.01 2.34
C: 3.16 -0.05 3.71
N: 2.82 -1.16 4.35
H: 2.13 -4.24 3.78
H: 2.32 -3.37 5.27
H: 2.46 -3.05 1.58
H: 3.68 0.88 1.82
H: 3.30 0.83 4.31
S: 7.63 -0.93 -0.59
C: 6.08 -1.15 -0.84
N: 4.95 -1.38 -1.06
F: -1.09 -1.12 -3.64
C: -1.83 -0.02 -3.44
C: -2.25 0.24 -2.15
C: -3.06 1.34 -1.97
F: -3.55 1.61 -0.74
C: -3.43 2.17 -3.02
F: -4.23 3.23 -2.82
C: -2.96 1.90 -4.30
F: -3.30 2.69 -5.32
C: -2.16 0.78 -4.52
F: -1.73 0.50 -5.75
Ge: -1.49 -0.99 -0.72
S: 0.58 -1.51 -0.82
C: -2.26 -0.27 1.02
C: -3.16 -0.91 1.85
F: -3.71 -2.07 1.46
C: -3.54 -0.38 3.08
F: -4.41 -1.03 3.86
C: -3.00 0.83 3.50
F: -3.36 1.35 4.68
C: -2.11 1.51 2.67
F: -1.61 2.69 3.06
C: -1.76 0.95 1.46
F: -0.93 1.60 0.63
C: -2.43 -2.74 -0.95
C: -3.28 -3.09 -1.99
F: -3.73 -2.13 -2.81
C: -3.71 -4.40 -2.18
F: -4.56 -4.69 -3.18
C: -3.28 -5.40 -1.32
F: -3.70 -6.66 -1.49
C: -2.42 -5.08 -0.27
F: -2.01 -6.04 0.57
C: -2.02 -3.77 -0.11
F: -1.23 -3.45 0.92
O: 2.68 2.08 0.17
B: 2.73 1.32 -1.01
O: 2.82 2.19 -2.10
C: 2.84 3.44 -1.60
C: 2.94 4.66 -2.25
C: 2.94 5.80 -1.45
C: 2.87 5.72 -0.06
C: 2.78 4.50 0.59
C: 2.75 3.38 -0.20
H: 3.02 4.74 -3.32
H: 2.99 6.77 -1.92
H: 2.88 6.63 0.53
H: 2.73 4.43 1.67


2 unconnected molecules or ions with the total composition C8H17N2O2 at a distorted geometry. Source: the OMol25 dataset; level of theory: the ωB97M-V functional and the def2-TZVPD basis.

For the relative energy (zero: lowest compared OMol25 entry of this formula, charge and spin), the calculation gives 13.0 kcal per mole. Its charge is +1. The calculation puts the HOMO energy at -12.7 eV. The calculation puts the HOMO-LUMO gap at 0.34511 Ha.

Cartesian coordinates (Å):
C: 0.91 0.66 0.39
C: -0.67 2.32 -0.47
C: 2.80 -0.30 -0.82
C: 1.98 -1.47 1.39
C: -1.93 -1.81 0.03
C: -3.34 0.22 -0.51
C: 1.54 -0.72 0.14
C: -2.81 -0.99 -0.86
N: 1.01 1.23 1.53
N: 0.22 1.20 -0.56
O: -0.81 2.94 0.52
O: -1.23 2.49 -1.59
H: 3.49 -1.19 -1.04
H: 3.24 0.47 -0.29
H: 2.52 0.10 -1.70
H: 1.42 -1.20 2.30
H: 2.99 -1.06 1.50
H: 2.11 -2.59 1.27
H: -0.90 -1.71 -0.23
H: -2.14 -2.86 0.14
H: -1.87 -1.50 1.02
H: -3.15 0.56 0.51
H: -3.93 0.79 -1.23
H: 0.63 2.16 1.70
H: 0.89 -1.19 -0.60
H: -2.95 -1.49 -1.82
H: 1.70 0.96 2.34
H: 0.17 0.80 -1.53
H: -1.88 3.20 -1.53


A molecular structure, C20H24Cl2O2Tc at a distorted geometry. Source: the OMol25 dataset; level of theory: the ωB97M-V functional and the def2-TZVPD basis.

For the relative energy (zero: lowest compared OMol25 entry of this formula, charge and spin), the calculation gives 0.0 kcal per mole. Its charge is -2. The calculation puts the HOMO energy (alpha / beta) at 1.2 / -0.2 eV. Its spin multiplicity is 4. The calculation puts the HOMO-LUMO gap (alpha / beta) at 0.13487 / 0.18285 Ha.

Cartesian coordinates (Å):
C: -2.42 0.37 -1.33
C: -2.34 -1.03 -1.50
C: -1.24 -1.33 -2.35
C: -3.28 -2.02 -0.94
C: -0.63 -0.13 -2.73
C: -1.40 0.97 -2.18
C: -1.21 2.32 -2.43
C: -3.36 1.12 -0.47
C: -0.85 -2.67 -2.81
C: 0.57 0.05 -3.57
Tc: 0.35 -1.09 0.99
Cl: -0.24 -3.12 1.00
Cl: -1.18 0.20 2.04
O: 1.36 -0.60 -0.51
H: -3.95 -1.58 -0.20
H: -2.76 -2.86 -0.47
H: -3.91 -2.44 -1.74
H: -0.92 -3.43 -2.03
H: 0.18 -2.68 -3.20
H: -1.49 -3.00 -3.64
H: 1.27 -0.78 -3.48
H: 1.08 0.97 -3.28
H: 0.29 0.13 -4.64
H: -0.37 2.61 -3.07
H: -0.40 3.24 -1.07
H: -2.02 3.02 -2.22
H: -3.69 0.50 0.37
H: -4.25 1.43 -1.04
H: -2.87 2.01 -0.07
H: 2.07 -1.12 -0.90
O: 0.15 3.72 -0.40
H: 0.82 3.07 -0.13
C: 3.89 -3.74 4.27
C: 3.33 -3.92 2.99
C: 2.81 -2.83 2.30
C: 2.71 -1.57 2.92
C: 1.83 -0.55 2.45
C: 1.89 0.73 2.98
C: 2.72 0.99 4.11
C: 3.42 -0.04 4.72
C: 3.39 -1.35 4.18
C: 3.96 -2.47 4.84
H: 4.28 -4.60 4.82
H: 3.30 -4.91 2.53
H: 2.46 -2.94 1.26
H: 1.30 1.53 2.53
H: 2.77 2.00 4.51
H: 4.00 0.13 5.63
H: 4.44 -2.30 5.81


2 unconnected molecules or ions with the total composition C4H9NO2 at a distorted geometry. Source: the OMol25 dataset; level of theory: the ωB97M-V functional and the def2-TZVPD basis.

For the relative energy (zero: lowest compared OMol25 entry of this formula, charge and spin), the calculation gives 33.5 kcal per mole. The calculation puts the HOMO energy at -9.8 eV. The calculation puts the HOMO-LUMO gap at 0.39582 Ha.

Cartesian coordinates (Å):
C: 1.60 -0.45 -1.06
C: 0.73 0.17 0.03
C: -0.20 1.25 -0.55
O: -1.04 1.77 0.44
N: -0.11 -0.80 0.74
C: -2.81 -1.45 1.69
O: -3.28 -0.42 1.75
H: 2.28 -1.20 -0.64
H: 2.21 0.31 -1.57
H: 0.98 -0.94 -1.81
H: 1.36 0.66 0.78
H: 0.40 2.08 -0.94
H: -0.77 0.82 -1.39
H: -1.35 0.99 0.93
H: -0.39 -1.55 0.11
H: 0.40 -1.25 1.50


12 unconnected molecules or ions with the total composition C32H55Br22IO5 at a distorted geometry. Source: the OMol25 dataset; level of theory: the ωB97M-V functional and the def2-TZVPD basis.

As for the SMILES: CC[C@H](I)C1=C(CCC(=O)O)C(=O)OC1=O.BrCCBr.BrCCBr.BrCCBr.BrCCBr.BrCCBr.BrCCBr.BrCCBr.BrCCBr.BrCCBr.BrCCBr.BrCCBr. The calculation puts the HOMO energy at -9.1 eV. The calculation puts the HOMO-LUMO gap at 0.33108 Ha.

Cartesian coordinates (Å):
C: -2.56 -1.68 -1.83
C: -2.52 -1.77 -3.37
C: -1.38 -2.64 -3.97
I: -1.20 -4.54 -3.00
C: -0.10 -1.88 -4.11
C: 0.89 -1.49 -3.27
C: 1.05 -1.75 -1.80
C: 0.90 -0.47 -0.91
C: 0.71 0.82 -1.68
O: 1.63 1.49 -2.08
O: -0.58 1.17 -1.91
C: 1.87 -0.74 -4.13
O: 3.04 -0.61 -3.98
O: 1.19 -0.33 -5.27
C: 0.24 -1.32 -5.47
O: -0.15 -1.66 -6.54
H: -3.10 -0.78 -1.51
H: -3.07 -2.54 -1.40
H: -1.55 -1.56 -1.44
H: -3.46 -2.24 -3.69
H: -2.50 -0.77 -3.82
H: -1.69 -2.90 -4.98
H: 2.06 -2.16 -1.66
H: 0.35 -2.49 -1.44
H: 1.74 -0.32 -0.22
H: 0.00 -0.61 -0.30
H: -0.57 2.14 -2.02
Br: -3.00 0.54 0.87
C: -3.99 2.20 0.70
C: -5.31 1.98 0.03
Br: -5.09 1.66 -1.87
H: -3.35 2.88 0.14
H: -4.12 2.59 1.71
H: -5.94 2.87 0.11
H: -5.84 1.12 0.43
Br: -5.26 -5.49 -2.53
C: -5.09 -7.41 -2.27
C: -4.51 -7.74 -0.92
Br: -2.59 -7.41 -0.86
H: -4.49 -7.78 -3.09
H: -6.10 -7.80 -2.35
H: -4.62 -8.79 -0.71
H: -4.95 -7.15 -0.13
Br: -6.93 5.44 -0.71
C: -8.76 5.07 -1.27
C: -9.64 4.72 -0.10
Br: -9.29 2.91 0.54
H: -8.70 4.28 -2.01
H: -9.10 5.99 -1.74
H: -10.68 4.73 -0.40
H: -9.49 5.38 0.74
Br: -9.13 8.66 -2.45
C: -10.74 9.67 -2.02
C: -11.33 9.23 -0.71
Br: -12.24 7.51 -0.87
H: -11.42 9.54 -2.86
H: -10.42 10.71 -1.97
H: -12.09 9.93 -0.38
H: -10.58 9.11 0.06
Br: 4.07 0.67 0.31
C: 5.45 -0.54 0.97
C: 5.61 -1.75 0.10
Br: 4.18 -3.04 0.37
H: 5.18 -0.80 1.99
H: 6.36 0.05 0.98
H: 6.53 -2.28 0.36
H: 5.62 -1.50 -0.96
Br: 7.27 -0.72 4.23
C: 6.80 -1.97 5.64
C: 5.76 -2.95 5.19
Br: 3.99 -2.15 5.09
H: 6.48 -1.37 6.49
H: 7.72 -2.48 5.90
H: 5.68 -3.75 5.92
H: 5.97 -3.36 4.21
Br: -0.17 4.56 -1.78
C: -1.58 5.77 -2.35
C: -2.75 5.07 -2.98
Br: -2.31 4.48 -4.78
H: -1.12 6.47 -3.03
H: -1.89 6.30 -1.44
H: -3.59 5.76 -3.09
H: -3.08 4.19 -2.43
Br: 7.98 3.00 6.40
C: 9.80 2.96 5.72
C: 10.14 1.63 5.11
Br: 10.44 0.26 6.46
H: 10.45 3.21 6.56
H: 9.85 3.74 4.97
H: 11.07 1.69 4.55
H: 9.35 1.25 4.47
Br: -5.07 2.50 -7.28
C: -5.18 3.64 -8.85
C: -4.28 4.84 -8.74
Br: -5.01 6.18 -7.53
H: -6.22 3.91 -8.97
H: -4.87 3.01 -9.69
H: -4.18 5.34 -9.70
H: -3.29 4.58 -8.36
Br: 5.88 -4.41 8.49
C: 7.28 -5.76 8.46
C: 8.58 -5.25 9.03
Br: 9.48 -4.05 7.78
H: 7.37 -6.09 7.43
H: 6.90 -6.59 9.06
H: 9.27 -6.07 9.19
H: 8.44 -4.69 9.95
Br: 9.73 -7.74 5.44
C: 8.46 -8.13 4.02
C: 7.34 -7.13 3.98
Br: 6.06 -7.44 5.41
H: 8.11 -9.15 4.18
H: 9.04 -8.09 3.10
H: 6.78 -7.23 3.06
H: 7.70 -6.11 4.08


C20H17Cl2N5O3 in the gas phase at a distorted geometry. Source: the OMol25 dataset; level of theory: the ωB97M-V functional and the def2-TZVPD basis.

As for the SMILES: CCOC(=O)[C@@H]1c2ncn(-c3cnccn3)c2CCN1C(=O)c1cccc(Cl)c1Cl. For the relative energy (zero: lowest compared OMol25 entry of this formula, charge and spin), the calculation gives 45.8 kcal per mole. The calculation puts the HOMO energy at -9.2 eV. The calculation puts the HOMO-LUMO gap at 0.32285 Ha.

Cartesian coordinates (Å):
O: 0.20 1.01 3.32
O: 1.62 0.67 -0.11
Cl: -0.94 6.04 1.25
Cl: 0.65 3.59 1.28
N: 1.73 -3.08 0.47
N: -3.15 -5.36 -2.05
N: -0.26 -5.78 -1.86
O: 3.19 -0.29 1.22
C: -0.60 0.96 2.40
C: 1.93 -0.03 0.87
C: 1.25 -4.00 -0.36
C: 0.69 -2.14 0.68
C: -0.41 -2.60 0.13
C: -2.44 -6.29 -2.77
C: -1.07 -6.46 -2.63
C: -2.36 -4.59 -1.25
C: -0.94 -4.78 -1.20
C: -3.72 3.08 2.24
C: -3.17 4.30 1.89
C: -2.91 1.98 2.38
C: -1.73 4.55 1.82
C: -0.96 3.45 1.98
C: -1.50 2.19 2.27
N: -0.08 -3.87 -0.53
N: -0.53 -0.15 1.49
C: 0.79 -0.88 1.46
C: 5.51 0.34 1.26
C: 4.20 0.44 0.51
C: -1.71 -1.90 0.31
C: -1.51 -0.31 0.47
H: 1.79 -4.81 -0.83
H: -2.98 -6.85 -3.56
H: -0.57 -7.13 -3.35
H: -2.91 -3.79 -0.71
H: -4.83 3.07 2.36
H: -3.77 5.17 1.68
H: -3.20 1.03 2.71
H: 0.93 -1.08 2.48
H: 5.84 -0.72 1.29
H: 6.32 1.02 0.93
H: 5.26 0.44 2.30
H: 3.88 1.54 0.48
H: 4.38 0.02 -0.44
H: -2.38 -2.30 1.11
H: -2.14 -1.87 -0.67
H: -1.19 0.22 -0.44
H: -2.52 0.11 0.75


C7H7NO2S in the gas phase at a distorted geometry. Source: the OMol25 dataset; level of theory: the ωB97M-V functional and the def2-TZVPD basis.

As for the SMILES: O=S1(=O)NCc2ccccc21. For the relative energy (zero: lowest compared OMol25 entry of this formula, charge and spin), the calculation gives 15.1 kcal per mole. The calculation puts the HOMO energy at -9.8 eV. The calculation puts the HOMO-LUMO gap at 0.37447 Ha.

Cartesian coordinates (Å):
C: 0.24 -0.50 -1.87
C: 0.57 -0.09 -0.47
C: 1.68 0.72 0.05
C: 1.76 0.93 1.45
C: 0.69 0.46 2.30
C: -0.49 0.01 1.75
C: -0.58 -0.15 0.32
H: -1.45 0.17 -2.64
H: 0.83 -1.48 -1.99
H: 0.74 0.08 -2.64
H: 2.58 0.95 -0.57
H: 2.77 1.54 1.80
H: 0.58 0.79 3.40
H: -1.40 -0.32 2.39
N: -1.28 -0.65 -2.08
O: -3.05 0.30 -0.43
O: -2.19 -2.09 -0.25
S: -2.02 -0.68 -0.52


A molecular structure, C42H49CoFGeN2O9P2Si. Source: the OMol25 dataset; level of theory: the ωB97M-V functional and the def2-TZVPD basis.

Its charge is -2. The calculation puts the HOMO energy (alpha / beta) at -2.1 / -2.1 eV. Its spin multiplicity is 2. The calculation puts the HOMO-LUMO gap (alpha / beta) at 0.22795 / 0.22768 Ha.

Cartesian coordinates (Å):
Co: 0.69 -0.26 0.00
N: 5.22 -2.22 0.96
C: 3.77 -2.19 0.57
C: 3.38 -3.46 -0.16
P: 2.84 -1.81 2.10
O: 2.17 -3.21 2.60
O: 3.93 -1.48 3.07
O: 1.73 -0.88 1.74
P: 3.71 -0.75 -0.63
O: 3.80 0.58 0.23
O: 5.04 -0.93 -1.32
O: 2.40 -0.88 -1.32
H: 5.58 -3.17 1.01
H: 5.23 -1.78 1.91
H: 5.69 -1.68 0.20
H: 3.53 -4.34 0.47
H: 3.95 -3.56 -1.09
H: 2.33 -3.40 -0.44
H: 1.23 -3.16 2.41
H: 2.92 1.00 0.43
C: 0.07 1.61 3.31
Si: 1.32 2.49 2.23
C: 1.02 4.33 2.69
C: 3.05 2.30 2.94
N: 1.25 2.01 0.56
C: 0.86 2.85 -0.45
C: 0.34 4.16 -0.31
C: -0.05 4.95 -1.38
C: 0.05 4.50 -2.69
C: 0.56 3.23 -2.88
C: 0.94 2.46 -1.81
F: 1.44 1.23 -2.09
H: 0.04 2.05 4.31
H: 0.30 0.55 3.39
H: -0.93 1.70 2.87
H: 1.27 4.43 3.75
H: -0.02 4.65 2.57
H: 1.66 5.01 2.13
H: 3.06 2.67 3.97
H: 3.78 2.89 2.37
H: 3.40 1.29 2.96
H: 0.21 4.55 0.67
H: -0.45 5.94 -1.18
H: -0.26 5.12 -3.53
H: 0.67 2.80 -3.88
C: -1.48 -2.25 -4.80
C: -0.92 -1.04 -4.32
C: -0.47 -0.95 -3.04
C: -0.56 -2.04 -2.13
C: -0.14 -1.91 -0.77
C: -0.25 -3.04 0.01
C: -0.71 -4.28 -0.49
C: -1.12 -4.40 -1.79
C: -1.08 -3.27 -2.63
C: -1.54 -3.33 -3.97
H: -1.85 -2.31 -5.82
H: -0.84 -0.19 -4.99
H: 0.01 -0.04 -2.70
H: -0.03 -2.97 1.06
H: -0.75 -5.14 0.17
H: -1.50 -5.34 -2.18
H: -1.95 -4.27 -4.33
O: -1.15 0.80 -0.41
H: -1.79 0.42 0.26
H: -1.52 0.54 -1.26
O: -2.92 -0.16 1.40
C: -2.37 -0.88 2.30
O: -1.25 -1.38 2.22
C: -3.25 -1.09 3.53
C: -4.29 0.01 3.67
Ge: -5.13 0.38 1.91
C: -5.70 -1.35 1.12
C: -4.86 -2.09 0.29
C: -5.23 -3.36 -0.15
C: -6.45 -3.90 0.23
C: -7.30 -3.17 1.04
C: -6.93 -1.91 1.49
C: -4.61 1.66 0.51
C: -4.75 1.31 -0.83
C: -4.24 2.12 -1.83
C: -3.58 3.29 -1.51
C: -3.44 3.66 -0.18
C: -3.96 2.85 0.82
C: -6.90 1.21 2.44
C: -7.84 1.48 1.44
C: -9.02 2.15 1.72
C: -9.29 2.59 3.01
C: -8.37 2.34 4.01
C: -7.19 1.66 3.72
H: -2.61 -1.18 4.41
H: -3.76 -2.05 3.38
H: -3.83 0.93 4.04
H: -5.08 -0.27 4.36
H: -3.90 -1.69 0.00
H: -4.56 -3.92 -0.78
H: -6.74 -4.89 -0.11
H: -8.26 -3.58 1.34
H: -7.60 -1.34 2.12
H: -5.23 0.37 -1.09
H: -4.34 1.82 -2.87
H: -3.14 3.91 -2.29
H: -2.89 4.55 0.08
H: -3.81 3.14 1.85
H: -7.65 1.16 0.43
H: -9.74 2.35 0.92
H: -10.20 3.13 3.23
H: -8.56 2.69 5.02
H: -6.48 1.47 4.52


C5H3NO in the gas phase at a distorted geometry. Source: the OMol25 dataset; level of theory: the ωB97M-V functional and the def2-TZVPD basis.

For the relative energy (zero: lowest compared OMol25 entry of this formula, charge and spin), the calculation gives 129.2 kcal per mole. The calculation puts the HOMO energy at -9.4 eV. The calculation puts the HOMO-LUMO gap at 0.36118 Ha.

Cartesian coordinates (Å):
C: 1.69 0.23 0.38
C: 1.29 -0.46 1.38
C: 0.02 -0.23 0.53
C: -0.47 0.97 0.08
O: -1.38 0.79 -0.87
N: -1.59 -0.57 -1.03
C: -0.78 -1.17 -0.21
H: 1.60 1.02 -0.35
H: -0.31 1.98 0.44
H: -0.82 -2.24 -0.12


A molecular structure, C18H13N4O3ReS2. Source: the OMol25 dataset; level of theory: the ωB97M-V functional and the def2-TZVPD basis.

For the relative energy (zero: lowest compared OMol25 entry of this formula, charge and spin), the calculation gives 89.4 kcal per mole. Its charge is +1. The calculation puts the HOMO energy (alpha / beta) at -10.8 / -10.9 eV. Its spin multiplicity is 4. The calculation puts the HOMO-LUMO gap (alpha / beta) at 0.25694 / 0.23658 Ha.

Cartesian coordinates (Å):
Re: -0.15 0.13 -2.12
C: 1.27 4.68 4.61
C: 0.70 3.91 3.45
C: -0.51 3.22 3.57
C: -1.05 2.54 2.50
C: -0.36 2.54 1.29
C: 0.85 3.21 1.14
C: 1.37 3.89 2.22
S: -1.00 1.60 0.00
O: -2.43 1.56 0.06
O: -0.40 2.08 -1.31
N: -0.28 0.12 0.02
C: -1.09 -1.04 -0.14
C: -1.04 -2.14 0.62
C: -1.67 -3.45 0.32
C: -1.33 -4.41 -0.80
C: -0.29 -4.03 -1.79
C: 0.95 -4.54 -2.03
C: 1.90 -3.70 -2.69
C: 1.61 -2.38 -2.88
N: 0.39 -1.85 -2.59
C: -0.59 -2.73 -2.25
H: 0.89 4.30 5.55
H: 0.98 5.73 4.53
H: 2.36 4.63 4.62
H: -1.03 3.24 4.51
H: -2.00 2.03 2.58
H: 1.37 3.20 0.19
H: 2.30 4.43 2.11
H: -0.55 -2.06 1.58
H: -2.10 -3.96 1.17
H: -1.55 -5.45 -0.60
H: 1.25 -5.51 -1.68
H: 2.88 -4.07 -2.94
H: 2.36 -1.68 -3.24
S: -2.84 -3.37 -1.12
C: -1.86 -2.21 -2.02
N: -1.70 -0.92 -1.42
O: 1.12 0.96 -6.13
C: 0.80 0.82 -5.02
N: 0.47 0.68 -3.87